# 1
This record from the Open Molecules 2025 dataset describes an isolated ion of composition C6H9N2O3S3 and charge +1 at a distorted geometry. The level of theory is ωB97M-V with the def2-TZVPD basis set.

Element x y z (Å)
C (0.2822, -0.6022, 0.7640)
C (-0.7669, -0.4358, -0.0419)
C (0.1717, 2.6657, 0.0567)
C (2.5001, -1.4826, 0.1607)
C (-1.0282, 0.6355, -0.9758)
C (-1.5911, -3.0671, 0.7384)
N (-0.6211, 1.9143, -0.9119)
N (0.4750, 3.9404, -0.3570)
O (2.4782, 0.2712, 2.0291)
O (0.5398, 2.1656, 1.0836)
O (-1.8096, 0.4791, -2.0233)
S (2.6530, -1.9341, -1.3867)
S (-2.1545, -1.6062, -0.0644)
S (1.8694, 0.2670, 0.7742)
H (0.3556, -1.3433, 1.6685)
H (2.8698, -2.1616, 0.9266)
H (-2.0730, -4.0135, 0.1812)
H (-1.6305, -3.1736, 1.8140)
H (-0.5936, -3.2830, 0.5374)
H (-0.9076, 2.3577, -1.7728)
H (1.0395, 4.5090, 0.3096)
H (0.0355, 4.3132, -1.2463)
H (-2.0938, -0.4158, -2.2639)

Atoms 1-6, force components in eV/Å:
1.0790 -0.5961 2.7746
-1.0482 -1.0744 0.2447
0.0909 0.9966 -0.4859
-0.1524 0.1939 -2.0314
0.4427 0.4951 -0.2880
-1.1653 -2.9770 -1.0508

Values from the calculation:
Energy relative to the best compared isomer or geometry (same formula, charge and spin) = 0.0 kcal per mole
DFT total energy = -47985.9823 eV
Total charge = +1
Lowest unoccupied orbital energy = -0.201 Eh
HOMO-LUMO gap = 6.378 eV
HOMO level = -11.845 eV



# 2
This record from the Open Molecules 2025 dataset describes C34H60Br5N2O2PS as an isolated structure at a distorted geometry. The level of theory is ωB97M-V with the def2-TZVPD basis set.

Element x y z (Å)
C (1.2748, 0.2403, 1.2415)
C (0.7607, 1.6455, 0.8903)
P (-1.0273, 1.8263, 1.2846)
C (-1.2444, 2.8176, 2.8142)
C (-0.8014, 1.9526, 4.0152)
C (-2.0009, 2.5442, -0.0897)
C (-1.5098, 3.4813, -1.0893)
C (-0.0729, 3.9306, -1.0522)
C (0.7405, 3.2481, -2.1660)
C (2.2374, 3.6142, -2.1628)
C (3.1429, 2.4646, -1.6497)
C (4.2911, 2.1082, -2.6085)
C (5.6005, 1.6905, -1.9279)
C (5.4554, 0.6223, -0.8216)
C (6.0117, -0.7457, -1.2344)
C (5.2941, -1.3987, -2.4261)
C (3.7933, -1.6410, -2.1903)
C (3.4725, -3.0609, -1.6894)
C (3.4136, -3.1987, -0.1609)
O (2.1425, -3.7076, 0.1974)
C (1.9504, -3.8352, 1.5954)
C (-2.3531, 3.9642, -2.0405)
Br (-1.8317, 5.1987, -3.3831)
C (-3.7147, 3.5705, -2.0798)
N (-4.6390, 3.9556, -2.9635)
S (-5.9904, 3.2225, -2.5166)
N (-5.5076, 2.4092, -1.2351)
C (-4.2044, 2.6752, -1.0973)
C (-3.3158, 2.1646, -0.1168)
O (-3.8510, 1.3196, 0.8291)
C (-3.5954, -0.0769, 0.5497)
C (-4.1473, -0.5400, -0.8173)
C (-3.0676, -0.4020, -1.9119)
C (-4.5320, -2.0472, -0.7727)
C (-6.0062, -2.3634, -0.4750)
C (-6.3583, -2.2438, 1.0077)
C (-6.2933, -3.8230, -0.9314)
H (0.5650, -0.5112, 0.9017)
H (2.1826, 0.0804, 0.6594)
H (1.4805, 0.1339, 2.3021)
H (0.9851, 1.8259, -0.1509)
H (1.3109, 2.3443, 1.5264)
H (-0.7382, 3.7827, 2.8116)
H (-2.3192, 2.9595, 2.9127)
H (0.1802, 2.2339, 4.3904)
H (-0.7265, 0.9076, 3.7107)
H (-1.5470, 1.9810, 4.8049)
H (0.3776, 3.8342, -0.0687)
H (-0.0776, 4.9977, -1.2854)
H (0.3181, 3.5477, -3.1223)
H (0.5763, 2.1696, -2.1163)
H (2.3568, 4.4639, -1.4896)
H (2.5703, 3.9307, -3.1483)
H (3.5968, 2.7868, -0.7089)
H (2.5793, 1.5590, -1.4427)
H (4.4721, 2.9153, -3.3189)
H (3.9707, 1.2567, -3.2193)
H (6.2874, 1.3016, -2.6795)
H (6.0249, 2.5857, -1.4705)
H (6.0378, 0.9544, 0.0401)
H (4.4397, 0.4974, -0.4534)
H (7.0901, -0.6801, -1.3842)
H (5.8685, -1.4215, -0.3830)
H (5.4502, -0.7822, -3.3114)
H (5.7470, -2.3811, -2.5619)
H (3.3321, -0.8806, -1.5614)
H (3.2966, -1.5476, -3.1594)
H (4.1866, -3.7711, -2.1003)
H (2.4701, -3.2970, -2.0439)
H (4.2034, -3.8914, 0.1556)
H (3.6315, -2.2313, 0.3048)
H (2.7747, -3.4018, 2.1621)
H (1.0513, -3.2784, 1.8643)
H (1.7856, -4.8760, 1.8747)
H (-4.0889, -0.6756, 1.3047)
H (-2.5364, -0.3206, 0.6277)
H (-5.0171, 0.0709, -1.0450)
H (-2.3910, 0.4299, -1.7234)
H (-3.5579, -0.1914, -2.8640)
H (-2.4730, -1.3085, -2.0021)
H (-3.8683, -2.5033, -0.0327)
H (-4.3409, -2.4215, -1.7763)
H (-6.6112, -1.6763, -1.0686)
H (-5.6064, -2.7748, 1.5921)
H (-7.3415, -2.6792, 1.1764)
H (-6.3567, -1.1994, 1.3024)
H (-5.5034, -4.1867, -1.5825)
H (-7.2475, -3.8517, -1.4540)
H (-6.3561, -4.4539, -0.0471)
Br (7.6451, -4.2003, -0.3560)
C (7.8190, -4.1728, 1.5814)
C (7.1144, -5.3412, 2.2173)
Br (5.1887, -5.0783, 2.2260)
H (7.4297, -3.2173, 1.9174)
H (8.8877, -4.2196, 1.7777)
H (7.4026, -5.4384, 3.2616)
H (7.3028, -6.2769, 1.7019)
Br (-5.1966, 0.8052, 2.7200)
C (-6.2015, 1.5076, 4.2424)
C (-7.6044, 1.8829, 3.8455)
Br (-7.6432, 3.5499, 2.8388)
H (-5.6360, 2.3500, 4.6270)
H (-6.2240, 0.7150, 4.9886)
H (-8.2198, 2.0649, 4.7237)
H (-8.0765, 1.1304, 3.2225)

Atoms 1-6, force components in eV/Å:
-0.1808 0.2049 -0.6849
0.2017 0.1128 0.8026
-0.7288 -1.6433 0.0556
0.2109 -0.0297 0.0590
0.1426 -0.1855 -0.3849
0.3078 0.9386 -0.1420

Values from the calculation:
DFT total energy = -413640.7543 eV
Total charge = 0
Lowest unoccupied orbital energy = -0.020 Eh
HOMO-LUMO gap = 7.035 eV
HOMO level = -7.577 eV



# 3
This record from the Open Molecules 2025 dataset describes a 6-piece molecular cluster, C6H23NO6 overall at a distorted geometry. The level of theory is ωB97M-V with the def2-TZVPD basis set.

Element x y z (Å)
C (0.1990, 0.8060, 2.7420)
C (-0.4038, -0.2252, 1.8384)
C (-0.0847, -1.5180, 1.8696)
N (0.9259, -2.1381, 2.6378)
C (-1.4899, 0.2249, 0.9302)
C (-1.0126, 1.3313, -0.1092)
C (-2.0160, 1.3824, -1.3059)
O (-1.5993, 0.3486, -2.2242)
H (-0.1520, 1.8086, 2.5099)
H (0.1712, 0.7076, 3.8449)
H (1.2828, 0.9285, 2.6501)
H (-0.6279, -2.2513, 1.2645)
H (1.1198, -1.6065, 3.4759)
H (1.7736, -2.4400, 2.1846)
H (-1.8425, -0.4953, 0.1928)
H (-2.2532, 0.7984, 1.4748)
H (-0.9848, 2.2617, 0.4749)
H (-0.0924, 1.0818, -0.6055)
H (-1.9543, 2.3975, -1.7317)
H (-3.0389, 1.1440, -1.0769)
H (-0.6774, 0.5221, -2.4746)
O (1.2543, 1.3635, -2.5810)
H (0.9669, 1.0032, -3.4345)
H (1.6376, 0.6665, -2.0209)
O (1.1945, -2.1774, -1.9835)
H (1.3149, -3.1342, -2.0657)
H (0.2696, -2.0542, -2.2442)
O (-1.7208, -2.4396, -1.8713)
H (-1.9819, -1.5153, -1.9478)
H (-2.2474, -3.0541, -1.3487)
O (1.9323, 2.7675, 1.1256)
H (1.5668, 1.9107, 0.8249)
H (2.0275, 3.2904, 0.3275)
O (2.3048, -0.2059, -0.5435)
H (1.9976, -0.4917, 0.3216)
H (2.2409, -0.9984, -1.1209)

Atoms 1-6, force components in eV/Å:
1.1379 0.8243 0.6063
-0.3879 -0.6823 0.6024
0.5092 -0.8280 -0.7868
-0.4385 0.4419 1.0707
0.5121 1.9168 -1.6829
-1.8407 -0.2288 0.8698

Values from the calculation:
Energy relative to the best compared isomer or geometry (same formula, charge and spin) = 41.6 kcal per mole
DFT total energy = -20369.5144 eV
Total charge = 0
Lowest unoccupied orbital energy = 0.014 Eh
HOMO-LUMO gap = 8.725 eV
Structure (SMILES) = C/C(=C\N)CCCO.O.O.O.O.O
HOMO level = -8.355 eV